1.
Here is one molecule with the formula C5H6BrN at a distorted geometry from the Open Molecules 2025 dataset. Energies are from ωB97M-V with the def2-TZVPD basis set.

Structure (XYZ):
```
13
Properties=species:S:1:pos:R:3:forces:R:3:nbo_charge:R:1
C -1.5116 0.5694 -0.9146 -0.7 -2.6 0.4 -0.654
C -0.3039 0.2567 -0.1009 1.7 2.1 0.9 -0.241
C 0.1557 -0.9010 0.3817 2.6 0.8 2.8 -0.143
Br -0.6683 -2.5868 0.3401 -0.2 0.0 -0.3 0.055
C 1.6153 -0.9680 1.5213 -2.4 0.2 -3.3 -0.110
C 2.8707 -0.5981 0.9075 -2.3 0.8 1.3 0.071
N 2.3332 0.3235 1.6127 1.1 -0.8 -0.6 -0.304
H -2.3028 1.1641 -0.4516 0.0 -0.7 0.7 0.232
H -1.3446 1.1375 -1.7530 1.3 1.6 -2.0 0.222
H -1.8369 -0.3893 -1.3828 -0.6 0.6 0.7 0.220
H 0.3299 1.2335 0.1410 -1.0 -2.3 -0.2 0.229
H 1.5332 -1.6801 2.3387 -0.3 0.2 -0.1 0.205
H 3.5914 -0.8430 0.1710 0.8 0.2 -0.3 0.220
```
Positions in Å, forces in eV/Å.

2S+1 = 1
SMILES string = C/C=C(\Br)[C@H]1C=N1
Orbital gap = 10.0 eV
E_HOMO = -9.13 eV
Energy above the lowest of the compared OMol25 structures with the same formula, charge and spin = 260.26 kJ/mol


2.
Here is C5H6BrN3O2S2Sr as an isolated structure at a distorted geometry from the Open Molecules 2025 dataset. Energies are from ωB97M-V with the def2-TZVPD basis set.

Structure (XYZ):
```
20
Properties=species:S:1:pos:R:3:forces:R:3:nbo_charge:R:1
N 2.7488 -0.2958 0.7401 -0.1 0.2 -0.4 -0.819
C 1.3762 -0.5236 0.4383 -0.1 0.0 1.0 -0.078
S 0.8035 -2.1419 1.1952 -0.1 0.0 -0.3 0.043
C 1.1562 -0.5417 -1.0779 0.0 0.1 -0.2 0.683
O 1.5332 -1.3182 -1.8934 0.2 0.1 0.1 -0.477
N 0.2814 0.5623 -1.3995 -1.0 -0.7 0.5 -0.643
C -0.6048 0.6618 -0.2629 1.0 -0.2 0.0 0.129
S -1.6956 2.0901 -0.4689 0.1 0.4 -0.8 0.024
N -1.4516 -0.6662 -0.2309 -1.1 1.5 -0.3 -0.536
C -2.6550 -0.4720 -0.1702 0.4 -1.5 1.7 0.732
O -3.8355 -0.4791 -0.1891 0.2 0.2 -0.7 -0.531
C 0.4235 0.6425 0.8884 0.5 0.3 -0.3 -0.333
Br 1.3649 2.3446 0.8251 -0.2 0.0 0.2 0.151
H 3.3639 -0.9229 0.2346 0.0 0.0 0.0 0.405
H 2.9277 -0.3622 1.7343 0.1 -0.1 0.0 0.398
H -0.1715 -1.6597 1.9760 0.0 0.0 0.0 0.116
H -0.1697 0.4255 -2.2983 0.4 0.2 -0.2 0.343
H -2.3063 2.1797 0.7283 0.1 -0.4 0.1 0.199
H 0.0133 0.6003 1.8907 -0.1 -0.4 -0.1 0.268
Sr -3.1027 -0.1233 -2.6597 -0.3 0.3 -0.3 1.926
```
Positions in Å, forces in eV/Å.

2S+1 = 1
Orbital gap = 5.4 eV
Net charge = +2
E_HOMO = -14.84 eV


3.
Here is C5H6BrNO as an isolated structure at a distorted geometry from the Open Molecules 2025 dataset. Energies are from ωB97M-V with the def2-TZVPD basis set.

Structure (XYZ):
```
14
Properties=species:S:1:pos:R:3:forces:R:3:lowdin_spin:R:1
C 1.2535 -0.6910 -0.1952 -2.6 0.7 0.9 0.135
C -0.0103 -1.0143 -0.5094 -0.5 -1.7 -0.7 0.006
C -0.7019 0.7332 1.2972 -5.0 -1.2 -0.5 0.527
C 1.4369 0.6602 0.4736 3.9 0.0 1.5 0.107
C -1.1191 -0.0319 -0.3961 2.9 0.8 1.6 0.266
N 0.4680 1.0713 1.4629 3.1 -0.1 -2.3 0.633
O -2.3581 -0.3956 -0.5795 -1.6 0.7 1.5 0.074
Br -0.7526 1.4891 -1.4839 -0.2 1.5 -1.4 0.112
H 2.0260 -1.3204 -0.5071 1.3 -0.7 0.0 0.009
H -0.2885 -2.0303 -0.9963 0.5 1.7 0.9 0.009
H -1.5400 0.6092 1.9462 -0.4 -0.5 0.1 0.074
H 2.4194 0.7432 1.0559 -0.8 -0.5 -1.2 0.011
H 1.5583 1.3033 -0.4102 -0.2 0.8 0.6 0.029
H -2.3916 -1.1260 -1.1581 -0.2 -1.7 -1.0 0.009
```
Positions in Å, forces in eV/Å.

2S+1 = 3
Orbital gap (spin up / spin down) = 5.5 / 7.1 eV
E_HOMO (spin up / spin down) = -4.89 / -9.76 eV
Energy above the lowest of the compared OMol25 structures with the same formula, charge and spin = 205.40 kJ/mol


4.
Here is one molecule with the formula C5H6BrP at a distorted geometry from the Open Molecules 2025 dataset. Energies are from ωB97M-V with the def2-TZVPD basis set.

Structure (XYZ):
```
13
Properties=species:S:1:pos:R:3:forces:R:3:nbo_charge:R:1
C 0.8679 -1.1395 0.1516 0.0 1.2 -0.4 -0.114
C -0.1729 -1.2348 -0.7223 -0.3 -1.8 0.8 -0.328
C 0.2278 1.3049 0.5121 0.4 1.3 0.2 -0.296
C 1.1194 0.1652 0.8578 1.5 -0.3 0.3 -0.617
C -1.4205 -0.6152 -0.8103 0.5 2.1 1.5 -0.280
P 0.1083 2.9608 0.6732 -0.8 -1.2 -0.5 0.372
Br -2.5473 -1.0955 -2.2041 -0.3 0.1 -0.1 0.097
H 1.6070 -1.9785 0.1419 -0.6 1.2 0.3 0.214
H 0.0033 -2.1885 -1.1717 -0.9 -0.4 -1.3 0.220
H 0.9410 -0.0231 1.9362 0.6 0.3 -0.2 0.255
H 2.2481 0.3562 0.6418 -1.7 0.3 0.8 0.241
H -1.7247 0.2879 -0.1126 0.5 -2.1 -1.7 0.250
H -1.2576 3.2000 0.1063 1.1 -0.4 0.4 -0.014
```
Positions in Å, forces in eV/Å.

2S+1 = 1
Orbital gap (spin up / spin down) = 6.9 / 7.6 eV
E_HOMO (spin up / spin down) = -7.62 / -8.28 eV
Energy above the lowest of the compared OMol25 structures with the same formula, charge and spin = 339.80 kJ/mol


5.
Here is one molecule with the formula C5H6BrP at a distorted geometry from the Open Molecules 2025 dataset. Energies are from ωB97M-V with the def2-TZVPD basis set.

Structure (XYZ):
```
13
Properties=species:S:1:pos:R:3:forces:R:3:lowdin_spin:R:1
C 1.3600 -0.5882 0.8015 0.3 -3.9 -2.0 0.095
C 0.9535 0.6978 0.6620 -0.8 3.7 1.1 0.309
C 0.7774 -1.5906 -0.0548 2.3 1.4 2.4 0.485
C 0.0625 1.2257 -0.3691 -3.2 -0.5 -0.8 -0.029
C -1.6583 0.0150 -0.6633 4.8 -0.2 1.2 0.266
P -0.9412 -1.6945 -0.3837 -2.8 -0.1 -0.6 0.738
Br -3.0959 0.4839 0.3702 -0.9 0.5 0.7 0.076
H 2.2003 -0.9614 1.4302 -0.7 0.9 -0.3 0.001
H 1.2184 1.5008 1.4391 -0.2 -1.5 -1.0 0.009
H 1.1403 -2.6224 0.0450 0.3 0.5 -0.2 0.019
H -0.5186 2.1680 -0.1236 1.2 -1.0 -0.2 -0.002
H 0.2561 1.1525 -1.4704 0.4 0.0 1.2 0.012
H -1.7544 0.2133 -1.6832 -0.7 0.4 -1.5 0.022
```
Positions in Å, forces in eV/Å.

2S+1 = 3
Orbital gap (spin up / spin down) = 7.4 / 6.2 eV
E_HOMO (spin up / spin down) = -6.62 / -8.49 eV
Energy above the lowest of the compared OMol25 structures with the same formula, charge and spin = 105.98 kJ/mol


6.
Here is a 2-piece molecular cluster, C5H6Cl2 overall at a distorted geometry from the Open Molecules 2025 dataset. Energies are from ωB97M-V with the def2-TZVPD basis set.

Structure (XYZ):
```
13
Properties=species:S:1:pos:R:3:forces:R:3:nbo_charge:R:1
C -1.0510 -1.3916 -0.7383 -3.1 -1.2 2.8 -0.439
C -1.2882 0.0857 -0.4696 -1.0 0.5 0.1 -0.446
C 0.7010 -0.8769 1.0780 3.9 -1.7 2.8 -0.384
C -0.2578 -0.6800 0.2719 -2.5 0.4 -2.7 -0.015
C 1.3653 2.6566 -0.3469 -0.3 -0.4 -1.1 -0.130
Cl 1.3359 3.5770 1.0457 0.3 0.1 0.7 0.081
Cl 2.5966 1.4681 -0.3608 0.0 0.3 0.3 0.052
H -1.8858 -2.1286 -0.4178 1.5 1.3 -0.1 0.208
H -0.6753 -1.7303 -1.6293 1.2 -0.2 -2.2 0.214
H -1.0376 0.6576 -1.3651 0.4 0.4 0.7 0.235
H -2.2277 0.4575 0.0373 1.2 -0.7 -0.6 0.227
H 1.1813 -0.2188 1.8221 -0.7 0.2 -0.7 0.200
H 1.2432 -1.8762 1.0728 -1.0 1.1 0.0 0.197
```
Positions in Å, forces in eV/Å.

2S+1 = 1
Orbital gap = 8.5 eV
E_HOMO = -9.40 eV
Energy above the lowest of the compared OMol25 structures with the same formula, charge and spin = 428.03 kJ/mol


7.
Here is one molecule with the formula C5H6Cl2 at a distorted geometry from the Open Molecules 2025 dataset. Energies are from ωB97M-V with the def2-TZVPD basis set.

Structure (XYZ):
```
13
Properties=species:S:1:pos:R:3:forces:R:3:lowdin_spin:R:1
C 0.6857 -0.3553 -0.6397 1.9 0.4 1.4 0.702
C 2.1280 -0.0522 0.1298 -3.5 -0.8 -1.1 0.688
C -0.4000 -1.3014 -0.2716 1.3 -0.1 -2.7 0.098
C -0.6987 0.1557 -0.5228 -0.4 -1.2 -2.9 0.085
C -1.2671 1.0395 0.5470 -1.7 -0.5 -4.5 0.015
Cl 2.7089 1.4976 0.0963 0.3 1.0 -0.1 0.184
Cl 3.1857 -1.3202 0.4081 0.2 -0.4 0.0 0.171
H -0.5996 -2.0612 -1.0607 -0.3 0.5 1.0 0.019
H -0.3912 -1.5546 0.7188 -0.1 -1.3 2.4 0.009
H -1.1640 0.1102 -1.5954 0.6 1.2 2.0 0.025
H -2.3176 1.2110 0.3076 -0.1 -0.3 0.6 0.001
H -0.8095 1.9362 0.4287 1.3 3.1 -0.1 0.001
H -1.0605 0.6948 1.4539 0.5 -1.6 4.0 0.002
```
Positions in Å, forces in eV/Å.

2S+1 = 3
Orbital gap (spin up / spin down) = 7.8 / 9.2 eV
E_HOMO (spin up / spin down) = -6.95 / -10.44 eV
Energy above the lowest of the compared OMol25 structures with the same formula, charge and spin = 178.26 kJ/mol


8.
Here is C5H6Cl2EuN2O4Sc as an isolated structure at a distorted geometry from the Open Molecules 2025 dataset. Energies are from ωB97M-V with the def2-TZVPD basis set.

Structure (XYZ):
```
21
Properties=species:S:1:pos:R:3:forces:R:3:lowdin_spin:R:1
Eu -1.3143 0.1065 -3.8191 0.3 0.2 1.2 6.085
Sc 0.2136 0.6364 -0.2356 -2.1 -1.0 1.4 0.000
Cl -0.0805 -1.3581 -1.6352 -0.4 0.9 -1.1 -0.028
Cl -0.7926 2.1436 -1.8390 -0.2 -1.0 -1.0 -0.024
C 1.5532 2.3324 0.4249 3.8 5.8 2.4 0.000
C 0.1655 -1.7427 -4.9281 3.5 -4.3 -0.5 -0.016
C 0.2559 1.5135 -5.3789 3.6 3.2 -2.2 -0.015
O 2.1351 3.2584 0.8047 -2.9 -4.7 -1.9 0.000
O 0.8957 -2.6230 -5.0756 -3.4 4.1 0.4 0.000
O 1.0401 2.1892 -5.8823 -3.6 -3.1 2.1 0.000
C 1.2802 -0.6811 2.1763 -0.6 -0.2 0.8 0.000
N -0.0089 -0.7895 2.8963 0.2 0.3 -1.2 0.000
C -1.1250 -0.3049 2.3549 -1.9 -0.6 2.1 0.000
N -2.3229 -0.4598 2.9458 1.7 0.0 -1.0 0.000
O -1.0963 0.3602 1.2480 1.8 0.6 -2.2 -0.001
H 1.1462 -0.8291 1.0490 0.3 -0.5 1.1 0.000
H 1.9188 -1.4927 2.5435 0.1 0.1 -0.5 0.000
H 1.7851 0.2639 2.4113 -0.1 0.0 -0.2 0.000
H -0.0965 -1.3182 3.7622 0.4 0.0 -0.2 0.000
H -3.1327 -0.1159 2.4426 -0.1 -0.1 0.4 0.000
H -2.4196 -1.0891 3.7343 -0.3 0.2 0.0 0.000
```
Positions in Å, forces in eV/Å.

2S+1 = 7
Orbital gap (spin up / spin down) = 2.9 / 6.7 eV
Net charge = +4
E_HOMO (spin up / spin down) = -22.85 / -22.85 eV


9.
Here is a 2-piece molecular cluster, C5H6Cl2INO5S overall at a distorted geometry from the Open Molecules 2025 dataset. Energies are from ωB97M-V with the def2-TZVPD basis set.

Structure (XYZ):
```
21
Properties=species:S:1:pos:R:3:forces:R:3:nbo_charge:R:1
N 4.5067 -0.3100 0.7087 -7.5 -8.8 0.3 -0.312
C 3.6499 -1.2864 0.7539 3.5 5.6 0.7 0.495
O 2.5482 -2.2280 1.0340 3.0 2.5 -2.3 -0.500
C 1.7838 -2.5430 -0.1822 -1.1 0.6 -0.4 0.367
I 2.5213 -4.2838 -1.2943 -0.1 1.2 0.5 0.224
C 1.3835 -1.1909 -1.0185 -0.2 -1.6 -1.7 -0.184
O 0.6038 -0.4105 -0.0231 0.6 -3.2 0.0 -0.619
S -0.3177 -1.5965 0.8000 -5.2 1.4 4.7 2.266
O -0.2102 -1.6932 2.3556 0.4 0.9 -6.4 -0.800
O -1.7576 -1.2662 0.3381 5.7 -2.0 1.0 -0.804
O 0.4435 -3.0342 0.2740 1.4 3.4 -0.3 -0.646
H 2.2054 -0.6095 -1.6155 -1.3 -0.8 2.1 0.276
H 0.7003 -1.6014 -1.8985 1.0 0.9 2.0 0.234
Cl -3.1601 4.4716 -0.8632 0.0 0.0 0.0 -0.060
C -2.9073 3.0837 0.2243 0.1 -0.2 0.2 -0.389
C -1.5856 2.3805 -0.0407 0.0 0.1 0.3 -0.389
Cl -1.5783 1.5311 -1.6063 0.0 0.1 -0.1 -0.062
H -3.7564 2.4032 0.1094 0.2 0.1 -0.1 0.227
H -2.9214 3.4759 1.2456 0.1 -0.1 -0.2 0.224
H -1.4056 1.6249 0.7299 -0.1 0.1 -0.1 0.227
H -0.7460 3.0826 -0.0313 -0.2 -0.1 -0.1 0.223
```
Positions in Å, forces in eV/Å.

2S+1 = 1
SMILES string = N#CO[C@]1(I)COS(=O)(=O)O1.ClCCCl
Orbital gap = 9.5 eV
E_HOMO = -10.69 eV


10.
Here is one molecule with the formula C5H6Cl2N2O2 at a distorted geometry from the Open Molecules 2025 dataset. Energies are from ωB97M-V with the def2-TZVPD basis set.

Structure (XYZ):
```
17
Properties=species:S:1:pos:R:3:forces:R:3:nbo_charge:R:1
C -2.8341 -1.2630 0.2293 -2.3 -1.2 -0.4 0.990
C -0.7413 -0.3292 1.0323 -1.2 1.5 1.3 0.873
C 1.1515 -1.3936 -0.1494 -0.7 -1.1 -0.7 -0.274
C -1.1895 -1.0005 -1.5299 -5.1 -2.9 -2.4 -0.373
C 1.3933 0.0688 1.9407 -0.9 -0.7 1.4 -0.420
N -1.8278 -0.7883 -0.2262 5.7 1.2 0.9 -0.501
N 0.5388 -0.5911 0.8856 0.8 -0.3 0.7 -0.478
O -3.8461 -1.6999 0.5139 -0.4 -0.1 0.8 -0.353
O -1.3520 0.2819 1.8765 0.8 -1.0 -1.0 -0.561
Cl 1.5372 -3.0636 0.5746 -0.1 0.7 0.1 -0.167
Cl 2.7235 -0.7199 -0.7346 -0.5 0.1 0.5 -0.100
H -0.6481 -1.9303 -1.6045 0.0 -0.1 0.5 0.276
H -2.1891 -1.1381 -2.1915 2.5 0.8 0.6 0.179
H -0.5531 -0.2464 -1.8168 1.0 2.0 -0.4 0.242
H 1.3406 -0.2506 3.0414 -1.0 0.1 -1.7 0.222
H 2.3852 -0.2179 1.7004 0.9 0.4 -0.6 0.235
H 1.1334 1.1041 1.8318 0.6 0.7 0.3 0.211
```
Positions in Å, forces in eV/Å.

2S+1 = 1
Orbital gap = 5.9 eV
E_HOMO = -7.00 eV
Energy above the lowest of the compared OMol25 structures with the same formula, charge and spin = 390.03 kJ/mol